Record 1
Entry from the OMol25 dataset: the molecule C5H5NS (the ωB97M-V functional and the def2-TZVPD basis).

Cartesian coordinates (Å):
C (-1.4220, -0.5383, 0.1126)
C (-0.1248, 0.1187, -0.1275)
C (-0.1524, 1.6369, -0.0934)
S (1.3609, 2.3812, 0.0240)
C (0.9108, -0.7593, -0.2301)
C (2.3361, -0.6136, 0.0421)
N (3.4938, -0.6194, 0.0179)
H (-2.0110, -0.2656, -0.7706)
H (-1.3808, -1.6062, 0.3384)
H (-1.9694, -0.1521, 0.8737)
H (-1.3702, 2.1807, -0.1936)
H (0.3292, -1.7631, 0.0064)

Computed properties:
Highest occupied orbital energy (Ha): -0.33961
SMILES: C/C(C=S)=C/C#N
Kohn-Sham gap (eV): 7.537
Relative energy (zero: lowest compared OMol25 entry of this formula, charge and spin) (kcal per mole): 75.9
Calculated total energy (a.u.): -646.331906
Lowest unoccupied orbital energy (eV): -1.7
Charge: 0

Record 2
Entry from the OMol25 dataset: a structure of composition C5H5O15Zn (the ωB97M-V functional and the def2-TZVPD basis).

Cartesian coordinates (Å):
Zn (0.1174, -0.1550, -0.3025)
O (-3.3232, 1.4079, 0.7379)
C (-2.8089, 1.2206, -0.5155)
O (-3.2280, 1.9679, -1.4122)
O (-1.9653, 0.2835, -0.6372)
H (-2.8775, 0.7788, 1.3504)
O (-0.6313, 1.3865, -3.9550)
C (0.4073, 0.6425, -3.4276)
O (1.2250, 0.1710, -4.2348)
O (0.3755, 0.5461, -2.1789)
H (-1.1823, 1.6013, -3.1846)
O (3.3389, 0.8192, 1.1039)
C (2.3065, 1.7742, 1.1521)
O (1.3291, 1.5223, 0.4101)
O (2.5098, 2.7366, 1.8954)
H (2.9318, 0.0528, 0.6639)
O (-0.4719, -0.8871, 3.8738)
C (-1.1115, -0.4854, 2.7145)
O (-2.3168, -0.1481, 2.8553)
O (-0.4510, -0.5267, 1.6785)
H (-1.2116, -1.1275, 4.4394)
O (2.1167, -3.4699, -0.6447)
C (1.3738, -2.3303, -0.5389)
O (1.9239, -1.2990, -0.0959)
O (0.1676, -2.3471, -0.8746)
H (1.4563, -4.1351, -0.8729)

Computed properties:
Highest occupied orbital energy (Ha): 0.00970
Kohn-Sham gap (eV): 6.727
Relative energy (zero: lowest compared OMol25 entry of this formula, charge and spin) (kcal per mole): 0.0
Calculated total energy (a.u.): -3101.705155
Lowest unoccupied orbital energy (eV): 7.0
Charge: -3

Record 3
Entry from the OMol25 dataset: a cluster of 2 separate species, C5H5O3P in total (the ωB97M-V functional and the def2-TZVPD basis).

Cartesian coordinates (Å):
C (-1.5133, 1.7303, -0.4393)
C (1.3287, -0.9982, -0.0014)
C (-0.0321, 0.6410, 0.5477)
C (-1.2976, 0.4508, 0.0678)
C (-2.1729, -0.6832, -0.2722)
O (-1.6633, 2.8675, -0.5406)
O (2.5791, -0.7192, 0.1642)
O (4.9574, -0.0844, -0.2408)
P (3.7327, 0.4242, 0.3964)
H (0.8135, -1.9470, 0.5512)
H (0.4507, 1.5193, 0.6332)
H (-2.3237, -0.9433, -1.4063)
H (-3.1142, -0.6253, 0.2508)
H (-1.7449, -1.6325, 0.2893)

Computed properties:
Highest occupied orbital energy (alpha / beta) (Ha): -0.25883 / -0.28536
Kohn-Sham gap (alpha / beta) (eV): 6.174 / 7.129
Relative energy (zero: lowest compared OMol25 entry of this formula, charge and spin) (kcal per mole): 121.6
Calculated total energy (a.u.): -760.355414
Lowest unoccupied orbital energy (alpha / beta) (eV): -0.9 / -0.6
Charge: 0

Record 4
Entry from the OMol25 dataset: a cluster of 2 separate species, C5H5O4 in total (the ωB97M-V functional and the def2-TZVPD basis).

Cartesian coordinates (Å):
C (1.4153, 0.6162, -1.5958)
C (2.6790, -1.6425, -0.7389)
C (2.9685, 1.0576, 0.1815)
C (0.5708, 0.1325, 0.8613)
C (0.3883, -0.0069, -0.6581)
O (3.0059, -2.5968, -0.2412)
O (2.8755, 2.1249, 0.6718)
O (2.5203, 1.0642, -1.2111)
O (3.2808, -0.0341, 0.7188)
H (0.5249, 1.1806, 1.1470)
H (1.4860, -0.2968, 1.0782)
H (-0.3105, -0.2758, 1.2853)
H (-0.5752, 0.3221, -0.8291)
H (0.4369, -1.0213, -1.0033)

Computed properties:
Highest occupied orbital energy (Ha): -0.11718
Kohn-Sham gap (eV): 7.137
Relative energy (zero: lowest compared OMol25 entry of this formula, charge and spin) (kcal per mole): 79.0
Calculated total energy (a.u.): -494.425817
Lowest unoccupied orbital energy (eV): 3.9
Charge: -1

Record 5
Entry from the OMol25 dataset: a structure of composition C5H5O5PS (the ωB97M-V functional and the def2-TZVPD basis).

Cartesian coordinates (Å):
C (0.3103, 0.4833, 1.8261)
C (-0.1193, 1.7057, 2.1236)
C (-0.7923, -0.4080, -0.2682)
C (0.1746, 0.5430, 0.3473)
C (-1.2859, -0.1011, -1.7515)
O (2.0532, -1.4624, -1.9804)
O (0.1080, -1.5661, -0.2350)
O (-1.8340, -0.7328, 0.4743)
O (2.6602, -1.7795, 0.4684)
O (1.5135, 0.4218, -0.3612)
P (1.7002, -1.2634, -0.5444)
S (-0.3140, 2.3694, 0.4530)
H (0.7238, -0.3668, 2.4259)
H (-0.4737, 2.1206, 3.0646)
H (-1.5183, -0.9602, -2.2186)
H (-0.6632, 0.6710, -2.2804)
H (-2.2433, 0.3256, -1.5435)

Computed properties:
Highest occupied orbital energy (Ha): -0.00901
Kohn-Sham gap (eV): 5.492
Relative energy (zero: lowest compared OMol25 entry of this formula, charge and spin) (kcal per mole): 0.0
Calculated total energy (a.u.): -1309.310917
Lowest unoccupied orbital energy (eV): 5.2
Charge: -2

Record 6
Entry from the OMol25 dataset: the ion C5H5O6S with charge -1 (the ωB97M-V functional and the def2-TZVPD basis).

Cartesian coordinates (Å):
C (-2.2903, 0.3388, 0.4917)
C (-0.7445, 0.3112, 0.2705)
S (-0.0473, -1.2349, -0.0258)
O (-0.7938, -2.2883, 0.6581)
O (0.3362, -1.4747, -1.3902)
O (1.3030, -0.8854, 0.8654)
C (2.0459, 0.0283, 0.1396)
C (3.3396, -0.3526, -0.2952)
O (3.1720, 0.4482, 0.8633)
O (1.4173, 0.9618, -0.5474)
C (0.0419, 1.3860, -0.1240)
O (-0.1556, 2.5672, -0.0926)
H (-2.7663, 1.3124, 0.7400)
H (-2.6113, -0.3014, 1.3937)
H (-2.8494, 0.1251, -0.5341)
H (3.7746, 0.2661, -1.2140)
H (3.7090, -1.3022, -0.1160)

Computed properties:
Highest occupied orbital energy (Ha): -0.14966
SMILES: CC1=[S@@](=O)([O-])O[C@@]2(CO2)OC1=O
Kohn-Sham gap (eV): 7.669
Relative energy (zero: lowest compared OMol25 entry of this formula, charge and spin) (kcal per mole): 92.4
Calculated total energy (a.u.): -1043.137911
Lowest unoccupied orbital energy (eV): 3.6
Charge: -1

Record 7
Entry from the OMol25 dataset: the molecule C5H6 (the ωB97M-V functional and the def2-TZVPD basis).

Cartesian coordinates (Å):
C (1.1635, 1.4359, -0.4256)
C (0.0188, 0.9617, -0.7653)
C (-0.5499, -0.0852, -0.0433)
C (-1.1356, -1.2416, -0.1712)
C (-0.3668, -1.0279, 1.1477)
H (1.8230, 2.0846, -0.9064)
H (1.5492, 1.0154, 0.4795)
H (-0.2875, 1.0198, -1.8362)
H (-1.9017, -1.8127, -0.6260)
H (-0.9596, -0.8580, 1.9642)
H (0.6468, -1.4919, 1.1828)

Computed properties:
Highest occupied orbital energy (Ha): -0.31746
SMILES: C=CC1=CC1
Kohn-Sham gap (eV): 9.561
Relative energy (zero: lowest compared OMol25 entry of this formula, charge and spin) (kcal per mole): 67.3
Calculated total energy (a.u.): -193.973160
Lowest unoccupied orbital energy (eV): 0.9
Charge: 0

Record 8
Entry from the OMol25 dataset: a structure of composition C5H6AuO4 (the ωB97M-V functional and the def2-TZVPD basis).

Cartesian coordinates (Å):
O (-0.1448, -1.0183, -1.1487)
O (0.4528, -1.4371, 0.9340)
C (-0.0083, -1.3801, 2.2348)
C (0.3547, -2.2977, 3.1200)
C (-0.1109, -0.6440, 0.0227)
H (-0.6244, -0.5092, 2.4724)
H (-0.8593, 0.0885, 0.3782)
H (0.2382, -2.0801, 4.1798)
H (0.8949, -3.1974, 2.8260)
Au (-0.5312, 0.3428, -2.3465)
O (0.7528, 1.5783, -1.7332)
O (-1.3723, 1.5171, -1.1318)
C (-0.1479, 1.9023, -0.8320)
C (0.2200, 2.2647, 0.4661)
H (-0.5476, 2.6414, 1.1448)
H (1.2594, 2.2096, 0.7936)

Computed properties:
Highest occupied orbital energy (alpha / beta) (Ha): -0.23579 / -0.30973
Kohn-Sham gap (alpha / beta) (eV): 5.993 / 6.248
Multiplicity: 4
Calculated total energy (a.u.): -630.379656
Lowest unoccupied orbital energy (alpha / beta) (eV): -0.4 / -2.2
Charge: 0

Record 9
Entry from the OMol25 dataset: the molecule C5H6BN (the ωB97M-V functional and the def2-TZVPD basis).

Cartesian coordinates (Å):
B (-0.5049, -0.3893, 2.2668)
C (-0.1856, -0.0069, 0.7471)
C (0.0359, -1.0928, -0.2242)
C (0.3777, -0.7038, -1.5850)
C (0.4454, 0.7141, -1.8770)
N (0.2081, 1.7404, -1.0266)
C (-0.0800, 1.3535, 0.2398)
H (0.3190, -0.3183, 3.1264)
H (-1.5751, -0.8175, 2.5366)
H (-0.0556, -2.1532, 0.0974)
H (0.5833, -1.4876, -2.3500)
H (0.7004, 0.9889, -2.9312)
H (-0.2686, 2.1724, 0.9796)

Computed properties:
Highest occupied orbital energy (Ha): -0.34208
SMILES: Bc1cccnc1
Kohn-Sham gap (eV): 9.074
Calculated total energy (a.u.): -273.667440
Lowest unoccupied orbital energy (eV): -0.2
Charge: 0

Record 10
Entry from the OMol25 dataset: the molecule C5H6Br2 (the ωB97M-V functional and the def2-TZVPD basis).

Cartesian coordinates (Å):
C (-2.2357, -1.5803, -1.5947)
C (-2.0112, -0.6198, -0.6837)
Br (-3.5996, -0.0582, 0.3531)
C (-0.8350, 0.3095, -0.1322)
C (0.2266, -0.2608, 0.3867)
C (1.2977, 0.5479, 1.0305)
Br (0.6387, -2.0818, 0.3565)
H (-3.2409, -1.8855, -1.7349)
H (-1.4233, -2.1319, -2.1799)
H (-1.1132, 1.3668, 0.1516)
H (1.2664, 1.4536, 0.5181)
H (2.1699, -0.0055, 0.8308)
H (1.0996, 0.6668, 2.1320)

Computed properties:
Highest occupied orbital energy (Ha): -0.33948
SMILES: C=C(Br)/C=C(/C)Br
Kohn-Sham gap (eV): 9.970
Relative energy (zero: lowest compared OMol25 entry of this formula, charge and spin) (kcal per mole): 25.4
Calculated total energy (a.u.): -5342.073817
Lowest unoccupied orbital energy (eV): 0.7
Charge: 0

Record 11
Entry from the OMol25 dataset: the molecule C5H6Br2O2 (the ωB97M-V functional and the def2-TZVPD basis).

Cartesian coordinates (Å):
C (2.1239, 0.8712, 0.9674)
C (0.9248, -0.9732, 1.7755)
C (-0.0134, -0.6599, 0.5245)
C (0.1103, 0.7319, 0.0142)
C (0.1121, 0.9823, -1.4917)
O (2.8119, 1.8171, 0.8155)
O (2.0964, -0.1440, 1.6861)
Br (0.3981, -2.1069, -0.8706)
Br (-1.0158, 1.8052, 1.0715)
H (0.5129, -0.8266, 2.7407)
H (1.2167, -1.9933, 1.6642)
H (-1.0154, -0.9942, 0.7161)
H (-0.7794, 0.5830, -1.9661)
H (0.8624, 0.4767, -2.1804)
H (0.2340, 2.1262, -1.5243)

Computed properties:
Highest occupied orbital energy (Ha): -0.31576
Kohn-Sham gap (eV): 8.903
Relative energy (zero: lowest compared OMol25 entry of this formula, charge and spin) (kcal per mole): 14.3
Calculated total energy (a.u.): -5492.543288
Lowest unoccupied orbital energy (eV): 0.3
Charge: 0

Record 12
Entry from the OMol25 dataset: the molecule C5H6BrN (the ωB97M-V functional and the def2-TZVPD basis).

Cartesian coordinates (Å):
C (0.5097, -2.0944, -0.6088)
C (-0.0782, -0.7587, -0.0244)
C (-0.0786, 0.6266, -0.0905)
C (0.7177, 1.3308, -1.0447)
N (1.3883, 1.9471, -1.7189)
C (-0.9073, 1.4425, 0.8676)
Br (0.3130, 2.3132, 2.2693)
H (0.0012, -2.3008, -1.5116)
H (1.5540, -1.9582, -0.8637)
H (0.5237, -2.8365, 0.1617)
H (-0.7678, -0.8710, 0.8864)
H (-1.6510, 0.8930, 1.3478)
H (-1.5246, 2.2664, 0.3299)

Computed properties:
Highest occupied orbital energy (Ha): -0.36763
SMILES: C/C=C(\C#N)CBr
Kohn-Sham gap (eV): 9.994
Relative energy (zero: lowest compared OMol25 entry of this formula, charge and spin) (kcal per mole): 7.5
Calculated total energy (a.u.): -2822.826151
Lowest unoccupied orbital energy (eV): 0.0
Charge: 0

Record 13
Entry from the OMol25 dataset: the molecule C5H6BrNO2S (the ωB97M-V functional and the def2-TZVPD basis).

Cartesian coordinates (Å):
C (-2.2762, 0.1721, 0.8733)
S (-0.6041, 0.4292, 1.4099)
O (-0.2786, -0.4066, 2.5305)
O (-0.3675, 1.8468, 1.5147)
N (0.3912, 0.1117, 0.0808)
C (0.9487, 1.0231, -0.7365)
C (1.7301, 0.3857, -1.6222)
C (1.7927, -0.9915, -1.3521)
C (0.8997, -1.2514, -0.4025)
Br (0.2013, -2.8232, 0.2364)
H (-2.9047, 0.0809, 1.7367)
H (-2.5589, 1.0123, 0.3234)
H (-2.4304, -0.8545, 0.4018)
H (0.8887, 2.0848, -0.5588)
H (2.3281, 0.7821, -2.2907)
H (2.2400, -1.6013, -2.1447)

Computed properties:
Highest occupied orbital energy (Ha): -0.31890
SMILES: CS(=O)(=O)n1cccc1Br
Kohn-Sham gap (eV): 9.269
Relative energy (zero: lowest compared OMol25 entry of this formula, charge and spin) (kcal per mole): 19.2
Calculated total energy (a.u.): -3371.490246
Lowest unoccupied orbital energy (eV): 0.6
Charge: 0

Record 14
Entry from the OMol25 dataset: the molecule C5H6BrNS (the ωB97M-V functional and the def2-TZVPD basis).

Cartesian coordinates (Å):
C (1.3463, -0.2238, -0.3796)
C (0.6785, -1.2364, 0.0668)
C (-1.0243, 1.3766, 0.1278)
C (1.3360, -2.6154, 0.0962)
C (-1.5713, 2.7404, -0.1334)
N (-0.6990, -1.2276, 0.2308)
S (-1.8130, -0.0147, 0.2620)
Br (2.8337, 0.7289, -0.1252)
H (1.5399, -2.6991, 1.1125)
H (0.6002, -3.3401, -0.3977)
H (2.2339, -2.8566, -0.4119)
H (-2.3291, 3.0808, 0.7621)
H (-0.8637, 3.5572, -0.2175)
H (-2.2680, 2.7300, -0.9930)

Computed properties:
Highest occupied orbital energy (alpha / beta) (Ha): -0.28737 / -0.28739
Kohn-Sham gap (alpha / beta) (eV): 6.819 / 6.821
Relative energy (zero: lowest compared OMol25 entry of this formula, charge and spin) (kcal per mole): 161.4
Calculated total energy (a.u.): -3220.811327
Lowest unoccupied orbital energy (alpha / beta) (eV): -1.0 / -1.0
Charge: 0

Record 15
Entry from the OMol25 dataset: a cluster of 2 separate species, C5H6BrO2 in total (the ωB97M-V functional and the def2-TZVPD basis).

Cartesian coordinates (Å):
C (1.5461, -0.9780, 0.4799)
C (0.4960, -0.1678, 0.2925)
C (4.0710, -1.7795, -0.5217)
C (0.0837, 1.1323, 1.0200)
C (-0.5896, -0.4373, -0.7065)
O (4.5432, -0.7641, -0.7098)
O (3.6056, -2.8272, -0.5313)
Br (2.8773, -0.3161, 2.0227)
H (-0.9759, 1.1837, 1.5292)
H (0.1560, 2.0104, 0.2502)
H (0.7193, 1.3238, 1.8920)
H (-0.1540, -1.2860, -1.2680)
H (-0.6323, 0.4670, -1.2966)
H (-1.4643, -0.5723, -0.0095)

Computed properties:
Highest occupied orbital energy (Ha): -0.11886
Kohn-Sham gap (eV): 6.932
Relative energy (zero: lowest compared OMol25 entry of this formula, charge and spin) (kcal per mole): 29.0
Calculated total energy (a.u.): -2918.593559
Lowest unoccupied orbital energy (eV): 3.7
Charge: -1